Entry 1:
81
Properties=species:S:1:pos:R:3:lowdin_charge:R:1 method="wB97M-V/def2-TZVPD" e_tot_ev=-83176.169 e_homo_ev=-12.7 relative_energy_kcal_mol=17.76 gap_ev=6.387 e_lumo_ha=-0.23203 charge=+2
Zr -0.193 -0.372 -0.250 1.611
S 2.519 -0.607 -0.153 0.744
S 1.193 1.998 -0.175 0.812
S 0.478 -3.725 0.257 1.079
O 0.140 -0.265 1.663 -0.301
O -0.560 0.305 -2.105 -0.186
O 3.649 1.695 0.483 -0.159
O -2.269 -1.475 -0.871 -0.208
O 0.148 -2.377 -0.388 -0.725
N 1.513 0.161 -2.955 0.169
N -1.842 0.792 0.348 -0.117
N -1.772 1.797 1.159 0.133
N 0.262 2.153 -3.150 -0.050
N 3.615 0.001 -3.837 0.208
C -1.460 4.242 2.452 -0.011
C 1.727 -4.923 -2.473 -0.089
C 2.412 -3.813 -1.685 -0.311
C 2.537 0.736 -3.599 -0.351
C 0.034 0.785 2.437 -0.299
C 0.628 1.941 4.485 0.043
C -3.894 1.790 -0.580 -0.001
C -0.931 2.883 -2.773 0.011
C -0.760 5.396 4.446 -0.047
C 2.243 -3.977 -0.180 -0.319
C -0.109 4.270 4.889 -0.002
C -1.422 5.385 3.217 -0.037
C 2.571 1.058 0.105 -1.148
C -3.183 -0.465 -1.159 -0.211
C -0.094 3.100 4.106 -0.153
C -4.965 1.666 -1.441 -0.058
C 4.852 0.971 0.698 -0.071
C 0.712 0.841 3.676 0.025
C -0.811 3.085 2.885 -0.098
C -5.125 0.506 -2.186 -0.045
C -1.503 -4.259 2.740 -0.093
C 2.461 2.100 -3.996 0.039
C -0.667 -2.989 2.639 -0.295
C -2.537 -2.737 -1.493 -0.020
C 0.699 -3.251 2.010 -0.307
C -2.979 0.741 -0.454 -0.204
C -0.833 1.880 2.094 -0.211
C 0.408 0.851 -2.720 -0.550
C 1.305 2.765 -3.751 -0.008
C -4.255 -0.566 -2.031 0.002
H -2.469 -4.044 3.190 0.086
H 3.610 -0.983 -3.617 0.121
H 1.216 -4.059 2.523 0.117
H -1.907 6.278 2.859 0.115
H 4.761 0.329 1.576 0.098
H 1.308 -2.344 1.999 0.070
H -3.445 -3.185 -1.078 0.123
H 4.394 0.384 -4.346 0.130
H 1.154 1.943 5.429 0.133
H -1.673 -4.687 1.753 0.060
H 5.618 1.726 0.856 0.108
H 1.892 -4.774 -3.537 0.084
H -0.756 6.298 5.037 0.116
H 0.400 4.276 5.843 0.124
H -1.004 -5.002 3.358 0.087
H 2.496 -4.984 0.144 0.112
H 2.003 -2.837 -1.978 0.068
H 3.300 2.586 -4.462 0.124
H -3.749 2.680 0.014 0.111
H -2.634 -2.626 -2.575 0.112
H -5.680 2.466 -1.533 0.116
H -0.891 3.113 -1.702 0.079
H -0.510 -2.574 3.638 0.126
H 1.305 -0.015 3.963 0.125
H -0.975 3.810 -3.338 0.108
H 1.176 3.803 -4.019 0.150
H -1.978 4.225 1.507 0.105
H -1.206 -2.231 2.043 0.090
H 5.085 0.355 -0.175 0.080
H -4.442 -1.472 -2.584 0.114
H 0.653 -4.929 -2.293 0.062
H 2.839 -3.247 0.364 0.057
H -1.820 2.283 -2.980 0.107
H -1.685 -3.380 -1.280 0.061
H 3.482 -3.805 -1.912 0.124
H 2.137 -5.889 -2.197 0.087
H -5.951 0.418 -2.874 0.118

---

Entry 2:
11
Properties=species:S:1:pos:R:3:nbo_charge:R:1 method="wB97M-V/def2-TZVPD" e_tot_ev=-18447.348 e_homo_ev=-10.8 smiles=FCCCCl relative_energy_kcal_mol=18.60 gap_ev=11.788 e_lumo_ha=0.03770 charge=0
Cl -0.448 1.610 -2.277 -0.099
F -1.196 -0.600 1.743 -0.344
C -0.060 -0.520 -0.437 -0.460
C 0.116 0.950 -0.660 -0.358
C 0.039 -0.664 1.197 0.065
H 0.594 -1.583 1.440 0.168
H 1.168 1.173 -0.637 0.212
H -1.145 -0.987 -0.840 0.233
H 0.655 0.188 1.406 0.152
H -0.473 1.482 0.099 0.214
H 0.752 -1.049 -1.034 0.218

---

Entry 3:
120
Properties=species:S:1:pos:R:3:lowdin_charge:R:1 method="wB97M-V/def2-TZVPD" e_tot_ev=-83664.902 e_homo_ev=-7.8 gap_ev=7.637 e_lumo_ha=-0.00694 charge=0
S 1.879 -0.942 -0.124 0.810
Si -0.808 -0.559 3.399 0.813
Al -0.805 -0.222 0.924 0.288
O -2.076 -3.592 0.144 0.124
O -1.064 1.254 0.081 -0.094
O -1.104 -1.595 -0.086 -0.102
N 4.500 -0.453 -0.276 0.121
N -0.584 -1.592 -2.812 0.114
N 3.216 -0.045 -2.187 0.127
C -1.395 1.149 4.113 -0.607
C -2.604 -1.876 5.251 -0.095
C -3.316 -1.902 2.871 -0.108
C 5.562 -0.110 -0.973 -0.303
C -2.097 -1.955 3.803 -0.608
C -1.616 2.494 0.159 -0.213
C 0.983 -1.462 5.492 -0.090
C -0.693 -2.451 -5.600 -0.034
C -0.197 -0.703 -3.836 -0.206
C -0.792 3.630 0.314 -0.141
C -1.481 -3.348 3.604 -0.095
C 1.561 -5.034 -1.690 -0.084
C -1.221 -2.897 -0.340 -0.488
C -3.016 2.646 0.111 -0.124
C -4.532 1.978 -1.745 -0.058
C -0.212 -1.089 -5.182 -0.173
C -4.052 1.613 -0.333 -0.355
C -3.559 3.897 0.402 -0.056
C 4.028 0.679 -4.354 0.005
C 4.287 0.305 -2.934 -0.259
C 0.470 1.529 -4.457 -0.091
C 1.220 -3.202 -3.225 -0.039
C 0.505 -4.561 -0.925 -0.016
C 0.161 -2.721 -2.456 -0.223
C 0.128 0.607 -3.481 -0.041
C -2.771 4.997 0.667 -0.081
C 6.881 -0.178 -0.267 -0.022
C 0.912 3.798 -1.472 -0.050
C 1.913 -4.340 -2.837 -0.078
C 5.507 0.284 -2.330 0.024
C 0.185 -0.162 -6.156 -0.230
C -0.628 2.316 3.469 -0.099
C 3.285 -0.439 -0.870 -0.733
C 0.953 -1.058 4.010 -0.620
C 0.707 3.704 0.044 -0.351
C 1.626 2.635 0.617 -0.070
C 0.199 -0.556 -7.607 -0.046
C -1.253 1.286 5.635 -0.089
C -3.693 0.137 -0.320 -0.062
C 1.901 0.136 3.822 -0.100
C 0.524 1.136 -5.785 -0.059
C -0.179 -3.412 -1.285 -0.100
C -2.875 1.357 3.747 -0.093
C -1.398 4.854 0.581 -0.050
C 1.532 -2.235 3.201 -0.116
H -0.531 2.204 2.389 0.031
H -3.541 0.663 4.262 0.064
H 1.397 -2.128 2.122 -0.004
H 3.380 1.555 -4.402 0.086
H 7.282 -1.190 -0.363 0.094
H 1.530 2.528 1.698 0.063
H 2.296 -0.094 -2.617 0.111
H 1.445 1.666 0.159 0.008
H -4.900 1.739 0.349 0.135
H -4.889 3.006 -1.800 0.073
H 0.693 2.554 -4.184 0.097
H -1.034 -3.471 2.615 0.070
H 3.518 -0.134 -4.875 0.094
H -4.040 -2.660 3.191 0.093
H -1.794 -1.889 5.983 0.067
H -5.339 1.313 -2.060 0.080
H 2.016 -1.699 5.777 0.088
H -2.275 -4.098 3.691 0.092
H -3.041 -2.153 1.845 0.050
H 2.613 -2.287 3.374 0.088
H 0.372 2.439 3.884 0.068
H 6.744 0.026 0.792 0.085
H -1.089 -3.010 -4.756 0.079
H -4.576 -0.453 -0.578 0.100
H 2.927 -0.180 4.041 0.087
H -1.172 3.253 3.637 0.095
H -3.708 1.873 -2.457 0.087
H -0.966 -1.121 -2.005 0.099
H 0.812 -1.444 -7.776 0.083
H 1.661 0.957 4.498 0.063
H -2.918 -0.101 -1.044 0.070
H 0.072 0.887 -2.432 0.095
H -4.640 3.996 0.409 0.116
H -0.806 -0.795 -7.961 0.085
H -3.207 -0.985 5.435 0.062
H 0.635 -0.671 6.157 0.064
H -3.242 -2.745 5.452 0.087
H 7.605 0.514 -0.696 0.079
H -3.174 2.373 4.026 0.090
H 6.399 0.557 -2.874 0.119
H 0.571 2.875 -1.944 0.049
H -3.380 -0.204 0.667 0.040
H -0.206 1.300 5.941 0.065
H -1.483 -2.357 -6.348 0.086
H -3.215 5.954 0.907 0.100
H 0.590 0.250 -8.226 0.075
H -0.761 5.720 0.721 0.112
H 0.805 1.850 -6.550 0.109
H 0.385 -2.353 5.687 0.061
H 2.101 -5.922 -1.392 0.100
H 1.517 -2.673 -4.122 0.101
H 2.738 -4.686 -3.448 0.102
H 0.107 -3.043 -6.052 0.088
H -3.054 1.264 2.670 0.065
H 1.969 3.945 -1.716 0.082
H -1.693 2.240 5.954 0.088
H -1.757 0.492 6.188 0.064
H 0.208 -5.073 -0.017 0.124
H -3.829 -0.940 2.883 0.059
H 1.109 -3.189 3.505 0.060
H 1.027 4.656 0.475 0.125
H 0.339 4.621 -1.903 0.087
H -0.730 -3.581 4.359 0.063
H 1.894 0.517 2.795 0.055
H 2.665 2.910 0.411 0.087
H 4.962 0.903 -4.865 0.087

---

Entry 4:
14
Properties=species:S:1:pos:R:3:nbo_charge:R:1 method="wB97M-V/def2-TZVPD" e_tot_ev=-9847.189 e_homo_ev=-10.0 smiles="C[C@H]1CNC(=O)O1" relative_energy_kcal_mol=2.09 gap_ev=10.758 e_lumo_ha=0.02833 charge=0
O -1.376 0.254 0.411 -0.496
O -1.120 0.993 2.538 -0.607
N 0.567 -0.099 1.384 -0.656
C 0.643 -0.948 0.219 -0.236
C -0.500 -0.302 -0.594 0.084
C 0.035 0.817 -1.483 -0.638
C -0.683 0.438 1.564 0.876
H 1.620 -0.861 -0.272 0.204
H -1.159 -1.016 -1.084 0.201
H 0.643 0.456 -2.323 0.217
H -0.785 1.418 -1.880 0.228
H 1.201 -0.123 2.161 0.414
H 0.466 -2.011 0.440 0.190
H 0.677 1.461 -0.870 0.219